(1)
{
  "formula": "C40H56BrMnN7O2PSe2",
  "method": "ωB97M-V/def2-TZVPD",
  "total_charge": -1,
  "e_above_lowest_ev": 0.000,
  "largest_force_ha_per_bohr": 0.0097,
  "spin_multiplicity": 6,
  "species": ["Mn", "Br", "C", "C", "C", "C", "C", "N", "C", "O", "O", "H", "H", "H", "C", "C", "C", "P", "C", "C", "C", "C", "C", "C", "C", "C", "C", "C", "N", "C", "C", "C", "C", "C", "C", "C", "C", "C", "H", "H", "H", "H", "H", "H", "H", "H", "H", "H", "H", "H", "H", "H", "H", "H", "H", "H", "H", "H", "H", "H", "H", "H", "H", "H", "H", "H", "H", "H", "H", "Se", "C", "N", "C", "C", "N", "C", "C", "C", "C", "N", "H", "H", "H", "H", "H", "H", "H", "H", "H", "H", "H", "H", "H", "H", "C", "N", "C", "C", "N", "C", "C", "Se", "H", "H", "H", "H", "H", "H", "H", "H"],
  "coordinates": [[-0.07526, 0.07743, -0.25282], [4.36756, -2.46490, 1.53811], [3.04937, -3.61240, 0.76601], [3.28082, -4.98052, 0.76103], [2.30144, -5.77489, 0.18815], [1.16624, -5.17950, -0.33783], [1.04975, -3.79678, -0.28175], [1.99185, -3.02800, 0.26731], [-0.19461, -3.12192, -0.87448], [-1.09850, -3.87843, -1.23901], [-0.15921, -1.86478, -0.98115], [4.18517, -5.39009, 1.18539], [2.42743, -6.85014, 0.15389], [0.36380, -5.74542, -0.78673], [3.30056, -1.51604, -2.37353], [3.16794, -0.06554, -2.82064], [2.56436, 0.00331, -4.22186], [2.14174, 0.87891, -1.59581], [2.16267, 2.59751, -2.31456], [3.51116, 3.13210, -2.79083], [1.53937, 3.57699, -1.32312], [3.20386, 0.96305, -0.11577], [4.57842, 1.18805, -0.20809], [5.40575, 1.32791, 0.89293], [6.88942, 1.54244, 0.74923], [4.79510, 1.25082, 2.14758], [3.44829, 1.00907, 2.28601], [2.59626, 0.82196, 1.16545], [1.28051, 0.50346, 1.30539], [0.68656, 0.68867, 2.57302], [0.32356, -0.41501, 3.35483], [0.63384, -1.80887, 2.88492], [-0.32052, -0.21880, 4.57412], [-0.62098, 1.04845, 5.05034], [-1.30942, 1.24716, 6.37464], [-0.26632, 2.13569, 4.26014], [0.37782, 1.98153, 3.03951], [0.74159, 3.19409, 2.23192], [3.83225, -2.09921, -3.13126], [2.31254, -1.95503, -2.23120], [3.84150, -1.59576, -1.43106], [4.16123, 0.39091, -2.83920], [1.57093, -0.44776, -4.23713], [3.20105, -0.54420, -4.92247], [2.46390, 1.02570, -4.58841], [1.49254, 2.51453, -3.17876], [4.17929, 3.30032, -1.94478], [3.36061, 4.09564, -3.28621], [4.00995, 2.47165, -3.50073], [2.17669, 3.67693, -0.44085], [0.55073, 3.25388, -0.99714], [1.44001, 4.56384, -1.78176], [5.03267, 1.25679, -1.19092], [7.13703, 1.90143, -0.25125], [7.45414, 0.62028, 0.91551], [7.25450, 2.28010, 1.46745], [5.40159, 1.36675, 3.04141], [3.02211, 0.92388, 3.27784], [1.70010, -2.02687, 2.99105], [0.40372, -1.93278, 1.82641], [0.07253, -2.54704, 3.46195], [-0.59547, -1.08980, 5.16333], [-1.71663, 0.30814, 6.75223], [-2.12983, 1.96252, 6.28961], [-0.61591, 1.63335, 7.12584], [-0.51724, 3.13878, 4.59275], [0.07767, 4.02615, 2.46673], [0.66755, 2.98186, 1.16810], [1.77314, 3.49959, 2.43226], [-3.15475, 3.86969, 0.52869], [-2.01798, 2.61055, -0.02680], [-1.27601, 1.78868, -0.38698], [-3.60289, 0.07279, 4.12808], [-3.74357, -1.11119, 3.17600], [-4.09666, -0.74864, 1.81475], [-5.49017, -0.42942, 1.54427], [-5.81704, 1.06133, 1.61485], [-3.12379, -0.59340, 0.86161], [-3.57202, -0.37863, -0.55989], [-1.86696, -0.61059, 1.09833], [-3.22782, -0.26645, 5.09569], [-4.56204, 0.56441, 4.29203], [-2.89949, 0.80501, 3.72842], [-4.50718, -1.80458, 3.54317], [-2.80923, -1.67343, 3.15236], [-6.09219, -0.98259, 2.27042], [-5.76724, -0.81096, 0.56204], [-5.67937, 1.45481, 2.62061], [-6.85449, 1.23128, 1.31947], [-5.17130, 1.63668, 0.95002], [-4.21645, -1.19648, -0.88548], [-2.69563, -0.34089, -1.20079], [-4.11031, 0.56336, -0.67160], [-1.62626, -0.69852, 2.08134], [-2.29024, -2.48366, -3.42220], [-2.91992, -1.55031, -4.34446], [-3.97481, -1.83934, -5.18340], [-4.20862, -0.74112, -5.92996], [-3.28658, 0.21164, -5.54279], [-3.14637, 1.54322, -6.08880], [-2.47458, -0.29053, -4.57605], [-1.09355, 0.57862, -3.74952], [-3.04999, -3.08163, -2.92634], [-1.72515, -1.93043, -2.67793], [-1.59926, -3.13956, -3.95216], [-4.47354, -2.79062, -5.15963], [-4.95318, -0.54509, -6.67911], [-3.95242, 1.71127, -6.79975], [-2.18101, 1.64603, -6.58360], [-3.19222, 2.27754, -5.28618]],
  "mulliken_charge": [0.289, -0.078, 0.057, -0.837, -0.421, -0.640, 0.731, 0.161, -0.406, -0.793, 0.841, 0.435, 0.398, 0.542, -1.329, 0.491, -1.589, 1.573, 0.595, -1.740, -1.228, -0.596, -0.087, 0.188, -1.708, -1.233, -0.396, 0.285, 0.912, 0.746, -0.673, -0.876, 0.055, 0.325, -1.889, -0.820, 1.142, -1.458, 0.515, 0.010, 0.123, 0.501, 0.159, 0.521, 0.308, 0.463, 0.328, 0.513, 0.331, 0.172, -0.114, 0.625, 0.233, 0.389, 0.263, 0.386, 0.307, 0.508, 0.303, -0.311, 0.465, 0.354, 0.355, 0.347, 0.463, 0.405, 0.477, -0.289, 0.395, -0.286, 0.067, -0.602, -0.617, -1.218, 0.490, -0.862, -0.711, 0.890, -0.829, 0.233, 0.317, 0.470, 0.046, 0.349, 0.554, 0.337, 0.394, 0.206, 0.395, 0.036, 0.730, -0.930, 0.271, -1.001, -0.201, 0.507, -0.466, -0.481, 0.195, -0.878, -0.350, -0.205, 0.330, -0.825, 0.374, 0.460, 0.406, 0.300, 0.316, 0.315]
}


(2)
{
  "formula": "C3H3AuO2",
  "method": "ωB97M-V/def2-TZVPD",
  "total_charge": 3,
  "e_above_lowest_ev": 2.534,
  "largest_force_ha_per_bohr": 0.2784,
  "spin_multiplicity": 4,
  "species": ["C", "C", "H", "H", "H", "O", "C", "Au", "O"],
  "coordinates": [[-1.38601, -0.11513, 0.70027], [-0.54782, 0.76727, -0.10047], [-1.88309, -0.04133, 1.66581], [-0.07229, 1.61848, 0.40760], [-0.86354, 1.01262, -1.12235], [-0.26977, -1.30935, 0.61962], [0.52778, -0.61155, -0.09463], [2.87043, -0.45041, -1.54935], [1.62432, -0.87059, -0.52650]],
  "mulliken_charge": [-0.111, -0.018, 0.394, 0.378, 0.397, 0.066, 0.765, 1.293, -0.165]
}


(3)
{
  "formula": "C5H31NO12",
  "method": "ωB97M-V/def2-TZVPD",
  "smiles": "CCN(C=O)CCO.O.O.O.O.O.O.O.O.O.O",
  "total_charge": 0,
  "e_above_lowest_ev": 3.454,
  "largest_force_ha_per_bohr": 0.0250,
  "species": ["C", "C", "N", "C", "O", "C", "C", "O", "H", "H", "H", "H", "H", "H", "H", "H", "H", "H", "H", "O", "H", "H", "O", "H", "H", "O", "H", "H", "O", "H", "H", "O", "H", "H", "O", "H", "H", "O", "H", "H", "O", "H", "H", "O", "H", "H", "O", "H", "H"],
  "coordinates": [[-2.83081, -1.98485, -0.30618], [-2.84001, -0.68362, 0.49648], [-1.61640, -0.60809, 1.27320], [-1.73927, -0.61840, 2.63559], [-2.73699, -1.02942, 3.20551], [-0.52988, 0.17555, 0.65004], [0.76845, -0.58928, 0.68054], [1.35477, -0.61409, 1.98233], [-2.26133, -1.90462, -1.22944], [-3.85282, -2.31110, -0.51181], [-2.43342, -2.78314, 0.30164], [-3.71135, -0.68007, 1.14992], [-3.01393, 0.21729, -0.08703], [-0.91380, -0.24421, 3.25255], [-0.83438, 0.26134, -0.38888], [-0.47797, 1.11761, 1.18892], [0.54000, -1.60546, 0.42372], [1.50703, -0.20581, -0.02938], [1.50486, 0.30195, 2.24117], [-0.45074, -3.69194, 1.80160], [-1.21869, -3.24811, 1.41404], [0.21304, -2.99702, 1.90008], [0.92551, -3.27719, -1.16446], [0.85310, -3.74923, -0.31538], [1.56378, -3.87917, -1.57178], [-0.16938, 2.45053, -2.17099], [-0.34535, 3.23978, -2.68864], [0.49794, 1.91441, -2.66651], [1.90910, 1.28983, -3.33463], [1.87823, 0.80288, -4.16969], [2.15497, 0.52806, -2.76870], [2.20176, 3.15414, 1.14471], [1.55744, 3.34866, 1.83579], [2.08238, 3.92421, 0.57717], [-3.40252, 2.14836, 1.66426], [-3.63920, 1.22276, 1.61130], [-2.61885, 2.41006, 1.17347], [-0.58514, 3.33401, 0.29060], [-1.27103, 3.93609, -0.01126], [-0.28011, 2.82785, -0.50185], [4.24109, 1.13605, -1.17218], [3.60734, 1.63788, -1.69445], [4.23262, 1.37853, -0.24372], [2.89430, -1.00508, -2.27955], [2.92508, -1.88061, -2.67336], [3.74133, -0.74694, -1.89373], [0.32677, -0.77685, -2.73294], [-0.33173, -1.48441, -2.75654], [0.92099, -1.16650, -2.06855]],
  "mulliken_charge": [-1.194, -1.200, 1.075, 0.019, -0.591, -1.046, 0.364, -0.614, 0.160, 0.454, 0.348, 0.697, 0.571, 0.389, 0.397, 0.737, -0.728, 0.269, 0.398, -0.731, 0.149, 0.298, -0.511, 0.282, 0.252, -0.680, 0.248, 0.409, -0.678, 0.330, 0.309, -0.566, 0.272, 0.285, -0.676, 0.302, 0.322, -0.635, 0.251, 0.486, -0.645, 0.322, 0.303, -0.589, 0.207, 0.266, -0.566, 0.315, 0.162]
}